Entry 1:
{"formula": "C22H43N2P3SeZr", "method": "wB97M-V/def2-TZVPD", "e_homo_ev": [-18.38, -18.37], "de_lowest_kcal_mol": 25.8, "charge": 4, "elements": ["Zr", "P", "P", "P", "H", "C", "C", "H", "C", "C", "C", "C", "C", "C", "C", "C", "C", "H", "H", "H", "H", "H", "H", "H", "H", "H", "H", "H", "H", "H", "H", "H", "H", "H", "H", "H", "H", "H", "H", "H", "H", "H", "H", "H", "H", "H", "C", "C", "C", "C", "C", "C", "Se", "H", "H", "H", "H", "H", "H", "N", "C", "C", "C", "N", "C", "C", "H", "H", "H", "H", "H", "H"], "positions_angstrom": [[0.12, 0.02, -0.53], [-2.70, -0.13, -0.80], [0.10, -2.62, -0.50], [-0.07, 2.65, -0.58], [2.24, -0.84, -2.19], [2.21, 0.07, -1.60], [2.45, 0.08, -0.19], [2.86, -0.80, 0.31], [-3.33, -0.20, -2.52], [-3.58, -1.56, -0.07], [-3.69, 1.27, -0.15], [1.77, -3.36, -0.42], [-0.71, -3.56, 0.83], [-0.57, -3.36, -2.03], [1.56, 3.46, -0.53], [-0.95, 3.64, 0.66], [-0.77, 3.27, -2.14], [2.35, 0.95, -2.23], [2.72, 1.00, 0.32], [-4.43, -0.31, -2.45], [-2.90, -1.06, -3.06], [-3.08, 0.71, -3.09], [-4.66, -1.46, -0.27], [-3.43, -1.58, 1.02], [-3.23, -2.51, -0.48], [-4.75, 1.08, -0.38], [-3.39, 2.22, -0.61], [-3.58, 1.35, 0.94], [1.74, -4.40, -0.82], [2.10, -3.39, 0.63], [2.50, -2.78, -1.01], [-0.69, -4.64, 0.57], [-1.75, -3.24, 0.96], [-0.17, -3.42, 1.78], [-0.22, -4.40, -2.03], [-0.20, -2.82, -2.93], [-1.68, -3.33, -2.05], [1.47, 4.51, -0.85], [2.29, 2.94, -1.17], [1.93, 3.43, 0.51], [-0.82, 4.71, 0.42], [-0.54, 3.45, 1.67], [-2.02, 3.41, 0.68], [-0.47, 4.32, -2.20], [-1.87, 3.18, -2.14], [-0.39, 2.70, -3.01], [1.40, 0.15, -5.25], [2.78, -0.12, -5.01], [3.72, -0.10, -6.05], [3.33, 0.15, -7.39], [1.94, 0.36, -7.67], [1.00, 0.35, -6.61], [-0.11, 0.32, -4.08], [0.62, 0.04, -2.69], [3.12, -0.33, -3.99], [4.80, -0.29, -5.86], [4.05, 0.20, -8.22], [1.58, 0.52, -8.71], [-0.07, 0.53, -6.84], [-0.22, -0.20, 5.98], [-0.14, -0.13, 4.63], [0.88, -0.81, 3.91], [0.90, -0.73, 2.53], [0.01, -0.02, 1.81], [-0.95, 0.64, 2.50], [-1.05, 0.64, 3.87], [0.42, -0.76, 6.52], [-0.96, 0.27, 6.48], [1.66, -1.40, 4.39], [1.66, -1.23, 1.93], [-1.64, 1.20, 1.87], [-1.84, 1.23, 4.32]]}

---

Entry 2:
{"formula": "C17H46NO3P3", "method": "wB97M-V/def2-TZVPD", "smiles": "CCCCCCCCCC[PH2]([PH2]=N)P(C)O.CC(C)O.CC(C)O", "e_homo_ev": -7.08, "charge": 0, "elements": ["C", "C", "C", "C", "C", "C", "C", "C", "C", "C", "P", "P", "N", "P", "C", "O", "H", "H", "H", "H", "H", "H", "H", "H", "H", "H", "H", "H", "H", "H", "H", "H", "H", "H", "H", "H", "H", "H", "H", "H", "H", "H", "H", "H", "H", "H", "C", "C", "C", "O", "H", "H", "H", "H", "H", "H", "H", "H", "C", "C", "C", "O", "H", "H", "H", "H", "H", "H", "H", "H"], "positions_angstrom": [[0.53, -2.16, 1.54], [2.04, -2.43, 1.46], [2.70, -1.79, 0.25], [3.18, -0.36, 0.52], [3.68, 0.34, -0.78], [2.99, 1.66, -1.08], [1.64, 1.51, -1.81], [0.42, 1.71, -0.90], [-0.75, 0.82, -1.36], [-2.06, 1.27, -0.70], [-2.99, -0.03, 0.27], [-2.87, -1.55, -1.40], [-3.30, -1.04, -2.84], [-3.41, 1.20, 2.13], [-1.77, 1.50, 2.91], [-3.92, 2.72, 1.58], [0.21, -2.06, 2.57], [0.27, -1.24, 1.01], [-0.03, -2.98, 1.11], [2.53, -2.15, 2.39], [2.17, -3.51, 1.37], [3.56, -2.39, -0.03], [2.02, -1.76, -0.60], [2.41, 0.22, 1.01], [4.03, -0.44, 1.20], [4.75, 0.48, -0.67], [3.54, -0.35, -1.61], [3.68, 2.27, -1.66], [2.82, 2.20, -0.16], [1.62, 2.22, -2.63], [1.59, 0.52, -2.25], [0.72, 1.36, 0.08], [0.12, 2.75, -0.86], [-0.47, -0.20, -1.11], [-0.83, 0.94, -2.43], [-1.86, 2.07, -0.01], [-2.77, 1.66, -1.42], [-4.41, -0.11, 0.12], [-2.24, -0.88, 1.16], [-1.57, -2.12, -1.39], [-3.66, -2.65, -0.98], [-3.56, -0.06, -2.81], [-1.57, 0.66, 3.56], [-1.89, 2.36, 3.55], [-0.94, 1.66, 2.22], [-4.47, 2.55, 0.79], [-8.43, -0.31, 2.53], [-7.29, 0.62, 2.16], [-7.72, 2.08, 2.23], [-6.82, 0.32, 0.84], [-9.27, -0.19, 1.84], [-8.11, -1.35, 2.48], [-8.79, -0.11, 3.54], [-6.45, 0.46, 2.83], [-8.53, 2.28, 1.53], [-6.89, 2.74, 1.96], [-8.05, 2.35, 3.23], [-7.55, 0.46, 0.23], [8.11, -0.98, -1.00], [7.12, -1.18, -2.14], [7.79, -1.81, -3.35], [6.53, 0.07, -2.50], [8.92, -0.32, -1.30], [7.61, -0.53, -0.14], [8.54, -1.93, -0.68], [6.30, -1.81, -1.81], [8.59, -1.17, -3.73], [7.07, -1.94, -4.16], [8.22, -2.79, -3.10], [7.23, 0.66, -2.80]]}

---

Entry 3:
{"formula": "H4O2", "method": "wB97M-V/def2-TZVPD", "smiles": "O.O", "e_homo_ev": -10.94, "de_lowest_kcal_mol": 4.4, "charge": 0, "elements": ["H", "H", "H", "H", "O", "O"], "positions_angstrom": [[-0.86, -0.44, -0.14], [-1.70, 0.69, -0.51], [1.30, 0.46, 0.72], [1.90, -0.58, -0.02], [-1.75, -0.12, 0.06], [1.11, -0.01, -0.11]]}

---

Entry 4:
{"formula": "C23H32N4O3", "method": "wB97M-V/def2-TZVPD", "smiles": "COc1ccc(CCN2C[C@H](C(=O)NCCCn3nc(C)cc3C)CCC2=O)cc1", "e_homo_ev": -7.96, "de_lowest_kcal_mol": 31.4, "charge": 0, "elements": ["C", "H", "O", "C", "C", "C", "C", "C", "C", "H", "H", "C", "H", "H", "C", "N", "C", "O", "C", "C", "C", "C", "H", "H", "C", "O", "N", "C", "H", "C", "H", "H", "C", "N", "C", "C", "C", "N", "C", "H", "H", "H", "H", "C", "H", "H", "H", "H", "H", "H", "H", "H", "H", "H", "H", "H", "H", "H", "H", "H", "H", "H"], "positions_angstrom": [[2.58, 3.97, 1.01], [1.66, 3.42, 0.79], [3.66, 3.46, 0.27], [3.86, 2.11, 0.29], [3.32, 1.25, 1.24], [3.56, -0.11, 1.14], [4.32, -0.64, 0.11], [4.91, 0.23, -0.79], [4.69, 1.59, -0.70], [5.13, 2.28, -1.41], [5.52, -0.16, -1.59], [4.41, -2.13, -0.08], [4.27, -2.65, 0.86], [5.38, -2.41, -0.50], [3.31, -2.60, -1.06], [1.98, -2.24, -0.60], [1.46, -2.97, 0.41], [2.03, -3.95, 0.86], [0.11, -2.54, 0.96], [-0.16, -1.06, 0.76], [-0.02, -0.73, -0.73], [1.40, -1.04, -1.18], [1.42, -1.16, -2.27], [2.03, -0.18, -0.93], [-0.29, 0.76, -0.90], [0.49, 1.61, -0.52], [-1.47, 1.05, -1.49], [-1.98, 2.40, -1.53], [-2.49, 2.56, -2.49], [-2.93, 2.70, -0.37], [-2.41, 2.49, 0.57], [-3.19, 3.76, -0.39], [-4.23, 1.88, -0.44], [-4.07, 0.50, -0.07], [-4.16, -0.05, 1.16], [-3.95, -1.41, 1.00], [-3.73, -1.58, -0.38], [-3.80, -0.42, -1.00], [-3.48, -2.85, -1.12], [-2.69, -3.42, -0.64], [-4.38, -3.47, -1.12], [-3.20, -2.63, -2.14], [-3.95, -2.16, 1.76], [-4.45, 0.73, 2.39], [-4.46, 0.07, 3.25], [-5.42, 1.22, 2.32], [-3.69, 1.50, 2.55], [-4.62, 1.90, -1.46], [-4.98, 2.33, 0.23], [-1.11, 3.07, -1.47], [-2.16, 0.32, -1.66], [-0.75, -1.32, -1.30], [0.56, -0.46, 1.32], [-1.17, -0.81, 1.11], [0.08, -2.81, 2.01], [-0.65, -3.13, 0.45], [3.46, -2.15, -2.04], [3.35, -3.69, -1.13], [3.12, -0.78, 1.87], [2.70, 1.62, 2.03], [2.47, 5.01, 0.71], [2.78, 3.93, 2.09]]}